[1]
The following is a DFT calculation (ωB97M-V/def2-TZVPD) of a structure of composition BrH8LiO4.

Structure (XYZ):
```
14
BrH8LiO4 (ωB97M-V/def2-TZVPD)
Br 0.00 -0.71 -0.52
O -1.93 2.07 -0.25
O -0.15 0.73 -3.51
O -0.87 -1.07 2.99
O 2.46 -0.46 1.74
Li -0.12 -3.18 -0.88
H -1.68 -0.79 2.75
H -0.15 0.36 -2.64
H -0.53 -1.10 2.13
H 1.96 -0.04 1.02
H 0.57 1.30 -3.30
H -1.40 1.46 0.08
H 3.29 -0.70 1.53
H -1.45 2.14 -1.14
```

Computed properties:
Total charge: 0
Energy in a.u.: -2887.31774
ΔE to the lowest compared entry with this formula, charge and spin in kcal per mole: 58.5
HOMO energy in hartree: -0.369

---

[2]
The following is a DFT calculation (ωB97M-V/def2-TZVPD) of a structure of composition BrH8LiO4.

Structure (XYZ):
```
14
BrH8LiO4 (ωB97M-V/def2-TZVPD)
Br 0.63 0.35 -0.30
O -0.94 1.79 2.24
O -1.68 -1.26 -0.97
O 1.44 1.28 -3.44
O 0.11 -2.44 1.76
Li 2.91 0.26 0.93
H -2.33 -0.58 -0.88
H 1.07 0.84 -2.61
H -0.58 -2.07 2.21
H -1.20 1.01 2.90
H -0.57 1.32 1.42
H -0.67 -0.92 -0.83
H 1.52 2.35 -3.37
H 0.27 -1.94 0.94
```

Computed properties:
Total charge: 0
Energy in a.u.: -2887.30141
ΔE to the lowest compared entry with this formula, charge and spin in kcal per mole: 68.7
HOMO energy in hartree: -0.367

---

[3]
The following is a DFT calculation (ωB97M-V/def2-TZVPD) of a structure of composition BrH8O5Ti.

Structure (XYZ):
```
15
BrH8O5Ti (ωB97M-V/def2-TZVPD)
Br -2.48 0.35 -1.36
Ti -0.25 0.57 -0.28
O 1.26 0.22 -1.70
O -0.59 2.52 -0.21
O 1.71 1.59 1.38
O -0.21 -1.00 1.23
O 0.81 -2.68 -1.07
H -0.43 2.68 0.72
H -0.14 -2.59 -0.98
H 1.60 -0.42 -2.16
H 0.90 -2.80 -0.10
H 0.77 -0.95 1.10
H -1.52 2.54 -0.27
H 1.59 0.89 2.03
H -3.02 -0.94 1.67
```

Computed properties:
Total charge: +1
Energy in a.u.: -3803.89660
HOMO energy in hartree: -0.512